Formula: C6H15ClDyINO2P
Source: the OMol25 dataset
Level of theory: ωB97M-V with the def2-TZVPD basis set

LUMO (alpha / beta): -0.3835 / -0.3052 hartree
ΔE to the lowest compared entry with this formula, charge and spin: 0.0 kcal/mol
<S²>: 9.180
Total charge: +2
Multiplicity: 6
Gap between HOMO and LUMO (alpha / beta): 4.87 / 7.01 eV

Positions of all 28 atoms, in Å:
C (6.982, -1.219, -2.917)
C (6.063, -0.479, -1.970)
H (7.987, -0.812, -2.759)
H (6.703, -1.057, -3.963)
H (7.005, -2.292, -2.699)
O (6.356, 0.383, -1.178)
I (3.832, -0.928, -1.907)
Dy (0.459, -0.611, -0.112)
P (-0.346, 1.515, -1.645)
C (-0.821, 3.249, -1.326)
C (1.034, 1.787, -2.788)
H (-1.486, 0.125, -3.282)
H (-1.520, 1.881, -3.673)
H (-2.630, 1.187, -2.451)
C (-1.627, 1.129, -2.879)
H (1.408, 0.838, -3.176)
H (0.637, 2.430, -3.589)
H (-0.937, 3.744, -2.314)
H (-0.052, 3.745, -0.720)
H (1.871, 2.262, -2.274)
H (-1.758, 3.283, -0.754)
C (-0.149, 1.362, 1.300)
O (-0.581, 2.268, 1.881)
Cl (0.043, -2.186, -1.945)
N (-1.940, -0.918, 0.138)
H (-2.265, 0.031, -0.040)
H (-2.472, -1.221, 0.960)
H (-2.290, -1.472, -0.666)

***

Formula: CH4N2O
Source: the OMol25 dataset
Level of theory: ωB97M-V with the def2-TZVPD basis set

SMILES: [H]/N=C/NO
LUMO: 0.0220 hartree
ΔE to the lowest compared entry with this formula, charge and spin: 111.9 kcal/mol
Multiplicity: 1
Gap between HOMO and LUMO: 10.48 eV

Positions of all 8 atoms, in Å:
H (-0.878, -0.967, -1.915)
N (0.009, -0.418, -1.430)
C (-0.230, -0.619, -0.129)
N (0.746, 0.022, 0.727)
O (0.467, 1.107, 1.665)
H (-1.284, -0.939, 0.216)
H (1.241, 0.348, -0.123)
H (-0.070, 1.465, 0.990)

***

Formula: C27H25Cl2N4O2SiTi
Source: the OMol25 dataset
Level of theory: ωB97M-V with the def2-TZVPD basis set

LUMO (alpha / beta): 0.0923 / 0.0846 hartree
ΔE to the lowest compared entry with this formula, charge and spin: 16.8 kcal/mol
<S²>: 2.056
Total charge: -1
Multiplicity: 3
Gap between HOMO and LUMO (alpha / beta): 5.17 / 7.24 eV

Positions of all 62 atoms, in Å:
Ti (-0.088, 0.062, 0.104)
Cl (-5.225, 1.456, 4.422)
C (-3.739, 0.879, 3.746)
C (-3.459, 1.145, 2.412)
C (-2.272, 0.682, 1.852)
N (-1.828, 0.863, 0.567)
C (-2.482, 1.532, -0.410)
O (-3.574, 2.105, -0.334)
C (-1.670, 1.548, -1.650)
C (-2.126, 2.176, -2.795)
C (-1.344, 2.217, -3.937)
C (-0.064, 1.636, -3.855)
C (0.334, 1.033, -2.693)
N (-0.433, 0.944, -1.580)
C (-1.360, -0.066, 2.658)
C (-1.658, -0.310, 3.995)
C (-2.845, 0.171, 4.530)
Cl (-3.179, -0.117, 6.206)
N (-0.232, -0.461, 1.986)
C (0.721, -1.283, 2.483)
O (0.756, -1.817, 3.598)
C (1.807, -1.454, 1.491)
C (2.932, -2.211, 1.770)
C (3.978, -2.260, 0.865)
C (3.840, -1.520, -0.323)
C (2.693, -0.814, -0.555)
N (1.649, -0.767, 0.306)
H (-4.157, 1.702, 1.807)
H (-3.103, 2.630, -2.761)
H (-1.676, 2.695, -4.845)
H (0.609, 1.659, -4.703)
H (1.323, 0.592, -2.616)
H (-0.972, -0.886, 4.596)
H (2.967, -2.743, 2.710)
H (4.876, -2.824, 1.059)
H (4.639, -1.493, -1.048)
H (2.588, -0.230, -1.465)
C (0.769, 2.695, 0.460)
C (1.140, 3.275, -0.750)
C (2.427, 3.105, -1.242)
C (3.364, 2.409, -0.495)
C (3.016, 1.872, 0.738)
C (1.711, 1.988, 1.208)
H (-0.222, 2.885, 0.864)
H (0.420, 3.867, -1.297)
H (2.712, 3.532, -2.194)
H (4.372, 2.290, -0.872)
H (3.764, 1.368, 1.335)
H (1.458, 1.609, 2.197)
C (-2.554, -2.161, -1.871)
Si (-0.842, -2.100, -0.953)
C (0.381, -2.703, -2.355)
C (-0.840, -3.627, 0.243)
H (-2.722, -3.127, -2.343)
H (-2.608, -1.402, -2.649)
H (-3.373, -1.975, -1.181)
H (-0.023, -3.537, -2.925)
H (1.325, -3.026, -1.924)
H (0.596, -1.901, -3.060)
H (-1.036, -4.554, -0.291)
H (-1.584, -3.523, 1.029)
H (0.127, -3.727, 0.733)

***

Formula: C3H6N2O
Source: the OMol25 dataset
Level of theory: ωB97M-V with the def2-TZVPD basis set

SMILES: N=C=N.CC=O
LUMO: 0.0346 hartree
ΔE to the lowest compared entry with this formula, charge and spin: 41.5 kcal/mol
Multiplicity: 1
Gap between HOMO and LUMO: 11.14 eV

Positions of all 12 atoms, in Å:
N (-0.972, 1.141, -2.063)
C (-0.396, 0.060, -1.993)
N (0.024, -1.090, -1.990)
H (-0.878, 1.772, -1.276)
H (0.988, -1.230, -2.271)
C (-0.442, 0.045, 1.508)
C (0.985, -0.288, 1.169)
O (1.609, 0.228, 0.271)
H (-0.925, 0.558, 0.673)
H (-0.451, 0.705, 2.384)
H (-1.006, -0.855, 1.768)
H (1.465, -1.046, 1.822)

***

Formula: C14H19N3O3
Source: the OMol25 dataset
Level of theory: ωB97M-V with the def2-TZVPD basis set

SMILES: CN1CCCN(c2ccc(O)c3c2OCC(=O)N3)CC1
LUMO: 0.0216 hartree
ΔE to the lowest compared entry with this formula, charge and spin: 63.2 kcal/mol
Multiplicity: 1
Gap between HOMO and LUMO: 7.96 eV

Positions of all 39 atoms, in Å:
C (4.110, 1.627, -0.911)
N (3.151, 1.284, 0.153)
C (2.404, 2.378, 0.757)
C (0.935, 2.467, 0.236)
C (-0.001, 1.614, 1.109)
N (0.283, 0.127, 1.081)
C (-0.727, -0.808, 0.846)
C (-0.968, -1.780, 1.856)
C (-1.986, -2.704, 1.684)
C (-2.768, -2.663, 0.527)
O (-3.785, -3.559, 0.416)
C (-2.493, -1.723, -0.485)
C (-1.527, -0.757, -0.336)
O (-1.301, 0.261, -1.242)
C (-2.207, 0.419, -2.378)
C (-3.119, -0.825, -2.615)
O (-4.021, -0.845, -3.458)
N (-3.205, -1.836, -1.666)
C (1.654, -0.391, 1.268)
C (2.528, -0.043, 0.091)
H (4.792, 2.403, -0.565)
H (4.716, 0.734, -1.114)
H (3.585, 1.891, -1.814)
H (2.406, 2.306, 1.831)
H (2.873, 3.349, 0.491)
H (0.867, 2.171, -0.822)
H (0.565, 3.496, 0.300)
H (-1.028, 1.781, 0.807)
H (0.097, 2.013, 2.103)
H (-0.369, -1.810, 2.751)
H (-2.183, -3.437, 2.465)
H (-3.866, -4.115, 1.225)
H (-1.605, 0.567, -3.307)
H (-2.833, 1.323, -2.257)
H (-3.998, -2.491, -1.739)
H (1.603, -1.454, 1.352)
H (2.128, -0.029, 2.183)
H (1.935, -0.140, -0.829)
H (3.357, -0.802, 0.009)

***

Formula: C10H17Cl
Source: the OMol25 dataset
Level of theory: ωB97M-V with the def2-TZVPD basis set

SMILES: C=CC(=C)CCCC(C)(C)Cl
LUMO: 0.0215 hartree
ΔE to the lowest compared entry with this formula, charge and spin: 7.1 kcal/mol
Multiplicity: 1
Gap between HOMO and LUMO: 9.21 eV

Positions of all 28 atoms, in Å:
C (0.495, 2.664, -2.528)
C (0.673, 1.339, -2.928)
C (-0.078, 0.212, -2.381)
C (-0.021, -1.001, -3.072)
C (-0.795, 0.275, -1.060)
C (0.170, 0.547, 0.109)
C (-0.532, 0.534, 1.503)
C (-0.324, -0.721, 2.360)
C (1.033, -0.695, 3.069)
C (-0.526, -1.976, 1.503)
Cl (-1.531, -0.656, 3.660)
H (-0.196, 2.934, -1.775)
H (0.944, 3.486, -3.041)
H (1.289, 1.205, -3.815)
H (0.596, -1.042, -3.973)
H (-0.447, -1.973, -2.700)
H (-1.520, 1.091, -1.141)
H (-1.397, -0.632, -0.889)
H (0.999, -0.141, 0.075)
H (0.626, 1.514, -0.085)
H (-0.219, 1.403, 2.119)
H (-1.622, 0.657, 1.354)
H (1.015, -1.409, 3.900)
H (1.848, -0.955, 2.415)
H (1.231, 0.298, 3.468)
H (-0.378, -2.872, 2.118)
H (0.206, -2.043, 0.660)
H (-1.541, -2.044, 1.076)

***

Number 1: E -2426.57712 hartree, strongest force on any atom 6.42 eV/Å. Number 2: E -225.11365 hartree, strongest force on any atom 5.25 eV/Å. Number 3: E -3472.89339 hartree, strongest force on any atom 1.75 eV/Å. Number 4: E -302.62697 hartree, strongest force on any atom 0.61 eV/Å. Number 5: E -934.81326 hartree, strongest force on any atom 3.53 eV/Å. Number 6: E -851.37681 hartree, strongest force on any atom 3.90 eV/Å.